This record from the OMol25 dataset describes C8H8FeN2O4 as an isolated structure. The level of theory is wB97M-V/def2-TZVPD.

Lowest unoccupied orbital energy (spin up / spin down)   -7.42 / -12.48 eV
Orbital gap (spin up / spin down)   8.2 / 4.9 eV
2S+1   5
HOMO energy (spin up / spin down)   -15.609 / -17.420 eV
Total charge   +2

Positions of all 23 atoms, in Å:
Fe  -0.0503  -0.4607  -1.4595
C  0.0027  1.2667  -1.9947
O  -0.0401  2.3615  -2.3691
C  -0.2023  -1.1032  -3.1154
O  -0.2052  -1.5165  -4.1892
C  -1.8359  -0.5310  -1.2987
O  -3.0068  -0.6241  -1.3710
C  1.8628  -0.6818  -1.5327
O  3.0004  -0.5647  -1.4091
H  -0.2620  -2.6532  -0.5745
H  -0.0500  -2.8899  -1.2991
C  -1.2223  1.8185  1.0194
C  -0.1886  0.7902  1.3771
N  0.3260  -0.1478  0.5862
C  1.2090  -0.8614  1.4387
C  1.2172  -0.3113  2.6694
N  0.3038  0.7388  2.6025
H  -2.0507  1.7445  1.7682
H  -0.7614  2.8220  1.0994
H  -1.6387  1.6637  0.0330
H  1.7620  -1.7115  1.0743
H  1.7822  -0.5637  3.5692
H  0.0483  1.4149  3.3757